No. 1
Density functional theory data (ωB97M-V/def2-TZVPD) for a 3-piece molecular cluster, C4H10O3 overall at a distorted geometry.

Each atom is followed by the atoms it is bonded to, with distances in Å.
Element x y z (Å)
1 C 0.4296 2.0685 1.1218  C2 1.332, H6 1.075, H7 1.086
2 C 0.3512 1.9850 -0.2055  C1 1.332, C3 1.476, H8 1.088
3 C 0.8358 0.8664 -1.0375  C2 1.476, C4 1.332, H9 1.082
4 C 1.5384 -0.1645 -0.5695  C3 1.332, O5 1.359, H10 1.090
5 O 1.5904 -1.4020 -1.1278  C4 1.359, H11 0.981
6 H 0.0106 2.8971 1.6637  C1 1.075
7 H 0.7925 1.2450 1.7293  C1 1.086
8 H 0.2664 2.9061 -0.7790  C2 1.088
9 H 0.4274 0.7977 -2.0376  C3 1.082
10 H 2.0194 -0.1148 0.4071  C4 1.090
11 H 0.7695 -1.8859 -0.8949  O5 0.981
12 H -1.0774 -2.0808 0.0346  O14 0.975
13 H -0.9519 -3.5942 -0.2249  O14 0.964
14 O -0.4269 -2.7950 -0.1004  H12 0.975, H13 0.964
15 H -2.8059 -0.0214 0.2386  O17 0.964
16 H -1.6650 -0.0990 1.2383  O17 0.967
17 O -2.1042 -0.6082 0.5438  H15 0.964, H16 0.967

Results
SMILES: C=C/C=C/O.O.O
Gap between HOMO and LUMO (eV): 9.0
Multiplicity: 1
HOMO level (eV): -8.47

No. 2
Density functional theory data (ωB97M-V/def2-TZVPD) for a 3-piece molecular cluster, C4H10O3 overall at a distorted geometry.

Each atom is followed by the atoms it is bonded to, with distances in Å.
Element x y z (Å)
1 C -0.1704 1.3700 2.1314  C2 1.335, H6 1.090, H7 1.090
2 C -0.3196 0.6550 1.0138  C1 1.335, O3 1.360, C4 1.460
3 O 0.6125 -0.3235 0.8603  C2 1.360, H8 0.989
4 C -1.3241 0.7628 -0.0409  C2 1.460, C5 1.319, H9 1.102
5 C -1.4939 1.8315 -0.7942  C4 1.319, H10 1.082, H11 1.091
6 H 0.5287 1.2176 2.9542  C1 1.090
7 H -0.8712 2.1004 2.5367  C1 1.090
8 H 0.6693 -0.8930 0.0540  O3 0.989
9 H -1.7905 -0.2297 -0.1486  C4 1.102
10 H -0.9939 2.7854 -0.6906  C5 1.082
11 H -2.1242 1.8744 -1.6832  C5 1.091
12 H 0.8971 -2.7784 -0.9300  O14 0.952
13 H 0.7157 -3.1237 0.6188  O14 0.971
14 O 0.2950 -2.7966 -0.1928  H12 0.952, H13 0.971
15 H 1.6126 -0.0023 -1.3941  O17 0.959
16 H 2.1439 -1.0944 -2.3367  O17 0.958
17 O 1.5252 -0.3655 -2.2770  H15 0.959, H16 0.958

Results
SMILES: C=CC(=C)O.O.O
Gap between HOMO and LUMO (eV): 8.8
Multiplicity: 1
HOMO level (eV): -8.49

No. 3
Density functional theory data (ωB97M-V/def2-TZVPD) for a 2-piece molecular cluster, C4H10O3P overall at a distorted geometry.

Each atom is followed by the atoms it is bonded to, with distances in Å.
Element x y z (Å)
1 C -2.1009 -1.0162 -0.1345  C4 1.518, H9 1.090, H10 1.093, H11 1.093
2 C -1.0239 1.2549 -0.3280  C4 1.510, H12 1.088, H13 1.087, H14 1.093
3 C 2.5870 0.4614 0.8009  O7 1.401, H15 1.088, H16 1.090
4 C -1.0327 -0.0738 0.3887  C1 1.518, C2 1.510, P8 1.864, H17 1.092
5 O 0.5145 -2.3605 0.5459  P8 1.486
6 O 0.8243 -0.8211 -1.4912  P8 1.494
7 O 2.8334 1.0876 -0.4279  C3 1.401, H18 0.974
8 P 0.5323 -0.9930 -0.0362  C4 1.864, O5 1.486, O6 1.494
9 H -2.0486 -1.9606 0.4062  C1 1.090
10 H -3.1063 -0.5974 -0.0414  C1 1.093
11 H -1.8975 -1.2252 -1.1874  C1 1.093
12 H -0.8332 1.0771 -1.3842  C2 1.088
13 H -0.2229 1.8823 0.0553  C2 1.087
14 H -1.9778 1.7783 -0.2201  C2 1.093
15 H 2.3730 1.1817 1.5876  C3 1.088
16 H 3.3417 -0.2747 1.0769  C3 1.090
17 H -1.1141 0.0491 1.4706  C4 1.092
18 H 2.3517 0.5501 -1.0813  O7 0.974

Results
<S²>: 2.01
Charge: -1
Gap between HOMO and LUMO (spin up / spin down) (eV): 4.6 / 8.5
Multiplicity: 3
HOMO level (spin up / spin down) (eV): -0.61 / -5.32

No. 4
Density functional theory data (ωB97M-V/def2-TZVPD) for a 2-piece molecular cluster, C4H10O4 overall.

Each atom is followed by the atoms it is bonded to, with distances in Å.
Element x y z (Å)
1 C -1.1681 0.3466 -0.2050  C2 1.513, O3 1.516, O5 1.372, O6 1.377
2 C -2.2554 0.8240 0.7328  C1 1.513, H10 1.088, H11 1.089, H12 1.089
3 O 0.1288 0.4322 0.5751  C1 1.516, O4 1.403
4 O 0.1992 -0.6943 1.4085  O3 1.403
5 O -1.0511 1.1985 -1.2738  C1 1.372, H8 0.966
6 O -1.2962 -0.9532 -0.6401  C1 1.377, H9 0.982
7 H 1.4052 -1.1252 0.8462  C14 1.275
8 H -0.7342 0.6808 -2.0250  O5 0.966
9 H -0.9662 -1.4877 0.1152  O6 0.982
10 H -2.2351 0.2271 1.6421  C2 1.088
11 H -2.0891 1.8712 0.9795  C2 1.089
12 H -3.2170 0.7127 0.2332  C2 1.089
13 C 1.8445 0.2212 -0.5912  C14 1.407, H16 1.079, H17 1.080
14 C 2.3453 -0.9515 0.0033  H7 1.275, C13 1.407, H15 1.086, H18 1.086
15 H 2.3509 -1.8459 -0.6124  C14 1.086
16 H 2.1732 1.1974 -0.2706  C13 1.079
17 H 1.3366 0.1859 -1.5433  C13 1.080
18 H 3.2288 -0.8397 0.6254  C14 1.086

Results
Gap between HOMO and LUMO (spin up / spin down) (eV): 10.0 / 10.0
Multiplicity: 1
HOMO level (spin up / spin down) (eV): -9.47 / -9.47

No. 5
Density functional theory data (ωB97M-V/def2-TZVPD) for a 3-piece molecular cluster, C4H10O4 overall at a distorted geometry.

Each atom is followed by the atoms it is bonded to, with distances in Å.
Element x y z (Å)
1 C 1.5431 -0.3946 1.1624  O2 1.339, O3 1.312, H6 1.089
2 O 1.7176 0.9208 1.3407  C1 1.339, H4 0.985
3 O 2.0764 -1.0125 0.1349  C1 1.312, H5 1.073
4 H 1.6497 1.3804 0.4724  O2 0.985
5 H 1.6172 -0.5930 -0.7395  O3 1.073
6 H 1.5827 -0.9351 2.1075  C1 1.089
7 H 0.1015 -0.4189 0.7868  C9 1.244
8 C -1.4224 -1.3703 -0.5499  C9 1.493, H14 1.091, H15 1.090, H16 1.093
9 C -0.8120 -0.1220 -0.0039  H7 1.244, C8 1.493, C10 1.344
10 C -1.4254 1.0235 0.3378  C9 1.344, H17 1.081, H18 1.082
11 O 0.5138 0.1416 -1.3970  O12 1.442
12 O 0.9264 1.5186 -1.2794  O11 1.442, H13 0.978
13 H 0.0607 1.9723 -1.3152  O12 0.978
14 H -0.6554 -2.0373 -0.9458  C8 1.091
15 H -2.1048 -1.1218 -1.3633  C8 1.090
16 H -1.9679 -1.9049 0.2315  C8 1.093
17 H -0.9143 1.8208 0.8597  C10 1.081
18 H -2.4869 1.1323 0.1604  C10 1.082

Results
Gap between HOMO and LUMO (eV): 7.5
Multiplicity: 1
HOMO level (eV): -8.06

No. 6
Density functional theory data (ωB97M-V/def2-TZVPD) for a 2-piece molecular cluster, C4H10O4 overall at a distorted geometry.

Each atom is followed by the atoms it is bonded to, with distances in Å.
Element x y z (Å)
1 C -2.4805 -0.2405 -0.3815  O2 1.330, O3 1.220, H6 1.101
2 O -2.0318 -1.4651 -0.1234  C1 1.330, H5 0.980
3 O -2.6521 0.6112 0.4749  C1 1.220
4 H -1.2593 1.3308 1.1216  O12 1.013
5 H -1.4893 -1.4624 0.6926  O2 0.980
6 H -3.0530 -0.2482 -1.3222  C1 1.101
7 H -0.4562 0.4234 -0.5968  C10 1.171
8 C 1.3179 -1.4837 0.1681  O11 1.413, H13 1.095, H14 1.088, H15 1.092
9 C 1.5243 1.3768 -0.4452  C10 1.521, H16 1.089, H17 1.087, H18 1.084
10 C 0.3325 0.7060 0.2213  H7 1.171, C9 1.521, O11 1.419, O12 1.358
11 O 0.6066 -0.5081 0.9018  C8 1.413, C10 1.419
12 O -0.2722 1.5551 1.0910  H4 1.013, C10 1.358
13 H 0.8392 -1.6812 -0.7971  C8 1.095
14 H 1.2940 -2.3902 0.7685  C8 1.088
15 H 2.3547 -1.1860 0.0011  C8 1.092
16 H 2.2988 1.5474 0.3004  C9 1.089
17 H 1.9306 0.7755 -1.2542  C9 1.087
18 H 1.1958 2.3392 -0.8210  C9 1.084

Results
SMILES: CO[C@H](C)O.O=CO
Gap between HOMO and LUMO (eV): 10.8
Multiplicity: 1
HOMO level (eV): -10.07

No. 7
Density functional theory data (ωB97M-V/def2-TZVPD) for a 2-piece molecular cluster, C4H10OS overall at a distorted geometry.

Each atom is followed by the atoms it is bonded to, with distances in Å.
Element x y z (Å)
1 C -1.8439 -0.9243 -0.7321  C2 1.577, H4 1.113, H5 1.042, H6 1.183
2 C -0.7997 -1.4661 0.3179  C1 1.577, S3 1.819, H7 1.106, H8 1.192
3 S -1.3746 -0.9448 1.9627  C2 1.819, H9 1.459
4 H -1.5731 -1.2207 -1.7703  C1 1.113
5 H -1.8718 0.1175 -0.7275  C1 1.042
6 H -2.8984 -1.3208 -0.3694  C1 1.183
7 H -0.9523 -2.5613 0.2985  C2 1.106
8 H 0.3551 -1.4490 0.0241  C2 1.192
9 H -1.5564 0.4437 1.5513  S3 1.459
10 C 1.5602 1.6102 0.7590  C11 1.388, H13 1.089, H14 1.116
11 C 2.2117 1.5085 -0.4624  C10 1.388, O12 1.331, H15 1.087
12 O 2.3617 0.4017 -1.1869  C11 1.331, H16 0.978
13 H 0.4886 1.7145 0.9212  C10 1.089
14 H 2.1657 1.6819 1.6939  C10 1.116
15 H 2.2354 2.4467 -1.0107  C11 1.087
16 H 1.4919 -0.0378 -1.2692  O12 0.978

Results
SMILES: C=CO.CCS
Gap between HOMO and LUMO (eV): 5.2
Multiplicity: 1
HOMO level (eV): -6.64

No. 8
Density functional theory data (ωB97M-V/def2-TZVPD) for a 2-piece molecular cluster, C4H10OS overall at a distorted geometry.

Each atom is followed by the atoms it is bonded to, with distances in Å.
Element x y z (Å)
1 C -1.2163 0.0811 -0.1940  C2 1.558, H4 1.116, H5 1.136, H6 1.165
2 C -0.5416 1.4813 -0.0858  C1 1.558, S3 1.761, H7 1.139, H8 1.159
3 S -1.4075 2.6154 0.9470  C2 1.761, H9 1.415
4 H -2.1971 0.2937 -0.6833  C1 1.116
5 H -1.6042 -0.2674 0.8153  C1 1.136
6 H -0.6703 -0.4998 -1.0430  C1 1.165
7 H 0.5530 1.3905 0.2156  C2 1.139
8 H -0.4647 1.8242 -1.1905  C2 1.159
9 H -2.5257 1.8247 1.3011  S3 1.415
10 C 1.0008 -2.5985 -1.5414  C11 1.329, H13 1.124, H14 1.069
11 C 1.3151 -2.2154 -0.3085  C10 1.329, O12 1.393, H15 1.056
12 O 2.6443 -2.1947 0.1089  C11 1.393, H16 0.966
13 H -0.0526 -2.8766 -1.8182  C10 1.124
14 H 1.7522 -2.5103 -2.2967  C10 1.069
15 H 0.6033 -1.8596 0.3855  C11 1.056
16 H 2.6241 -2.0982 1.0701  O12 0.966

Results
SMILES: C=CO.CCS
Gap between HOMO and LUMO (eV): 9.8
Multiplicity: 1
HOMO level (eV): -9.04